Below is an isolated molecule of CH2N2S2, with properties calculated with the ωB97M-V functional and the def2-TZVPD basis.

Summary:
* SMILES: [H]/N=N\C(=S)S
* Kohn-Sham gap: 8.450 eV
* relative energy (zero: lowest compared OMol25 entry of this formula, charge and spin): 40.37 kcal per mole
* energy: -25717.461 eV

Each atom is followed by the atoms it is bonded to, with distances in Å.
Positions of all 7 atoms, in Å:
1 C -0.0955 -0.3358 -0.4206  N3 1.415, S4 1.598, S5 1.837
2 N 0.4282 1.8886 -0.2318  N3 1.195, H6 1.095
3 N -0.3674 1.0481 -0.5302  C1 1.415, N2 1.195
4 S 0.9055 -1.3293 -1.1715  C1 1.598
5 S -1.3729 -0.8289 0.8041  C1 1.837, H7 1.360
6 H 1.3574 1.5295 0.2231  N2 1.095
7 H -0.8553 -1.9723 1.3269  S5 1.360